Entry 1:
{"formula": "C19H28ClO2Sc", "method": "wB97M-V/def2-TZVPD", "species": ["O", "C", "C", "H", "H", "C", "H", "H", "C", "H", "H", "H", "C", "H", "H", "H", "Sc", "C", "C", "C", "H", "C", "C", "H", "H", "H", "H", "C", "C", "C", "H", "C", "C", "H", "H", "H", "H", "O", "C", "C", "H", "H", "C", "H", "H", "C", "H", "H", "H", "H", "Cl"], "xyz": [[-0.8997, 3.2387, -4.8536], [-0.8495, 3.1630, -6.3457], [-0.9178, 4.6621, -6.5625], [-1.7104, 2.6309, -6.7675], [0.0891, 2.7193, -6.6971], [-1.0494, 4.6702, -5.0310], [-1.7804, 5.0429, -7.1155], [0.0286, 5.1015, -6.8937], [-2.3905, 5.1227, -4.4862], [-3.2076, 4.4991, -4.8655], [-2.5592, 6.1723, -4.7584], [-2.3592, 5.0432, -3.3905], [0.0615, 5.4631, -4.3884], [1.0455, 5.0837, -4.6903], [-0.0632, 5.4492, -3.2929], [-0.0307, 6.5013, -4.7422], [-0.4137, 1.0117, -1.3337], [1.0292, 0.1872, 1.0385], [1.0836, -0.8975, 0.1184], [1.8844, -0.4800, -0.9962], [0.6735, -1.8979, 0.2750], [2.3602, 0.8502, -0.7320], [1.7898, 1.2793, 0.5047], [1.9638, 2.2445, 0.9869], [0.5919, 0.1513, 2.0388], [2.1496, -1.1016, -1.8555], [3.1625, 1.3589, -1.2764], [-1.7387, 1.3682, 0.8332], [-1.0225, 2.5605, 0.5384], [-1.4471, 3.0370, -0.7377], [-0.3369, 3.0704, 1.2091], [-2.4412, 2.1156, -1.2364], [-2.6119, 1.0897, -0.2500], [-3.3131, 0.2591, -0.2957], [-1.6936, 0.8083, 1.7640], [-1.1462, 3.9693, -1.2103], [-2.9764, 2.2109, -2.1772], [0.4971, 1.6433, -3.2660], [1.5985, 2.5899, -3.4420], [2.2568, 2.2071, -4.7550], [2.2896, 2.5484, -2.5838], [1.1939, 3.5978, -3.4476], [1.9239, 0.7156, -4.8485], [3.3160, 2.4736, -4.8007], [1.7322, 2.7024, -5.5810], [0.4660, 0.7985, -4.4833], [2.4706, 0.1242, -4.0862], [2.1079, 0.2762, -5.8317], [-0.0759, -0.1116, -4.2480], [-0.0666, 1.3954, -5.2380], [-1.3123, -0.9315, -2.1877]], "forces_ev_per_angstrom": [[-0.067, 0.737, -2.432], [-0.098, -0.751, -0.109], [-0.005, -0.220, 0.685], [0.219, -0.166, 0.305], [-0.310, -0.127, 0.081], [-0.382, 1.364, 0.579], [0.256, -0.095, 0.057], [-0.345, -0.009, -0.119], [0.046, 0.034, 0.110], [0.138, 0.155, 0.024], [-0.089, -0.202, 0.087], [-0.194, 0.003, -0.224], [-0.055, 0.326, 0.260], [-0.209, 0.174, 0.122], [0.342, 0.043, -0.310], [0.095, -0.214, 0.219], [2.825, -1.213, 1.855], [0.470, 0.139, -0.545], [0.324, 0.859, -0.330], [0.057, 0.395, 0.433], [-0.003, 0.518, -0.188], [-0.627, -0.690, 0.148], [-0.144, -0.661, -0.215], [-0.026, -0.449, -0.165], [-0.015, 0.102, -0.521], [-0.101, 0.255, 0.374], [-0.572, -0.164, 0.152], [-0.407, 0.530, -0.503], [-0.757, 0.264, -0.368], [-0.786, -0.363, 0.396], [-0.038, -0.266, -0.308], [-0.080, 0.455, 0.682], [-0.007, 0.869, -0.052], [0.370, 0.228, -0.137], [0.170, 0.061, -0.419], [0.028, -0.294, 0.059], [0.147, -0.095, 0.202], [0.428, -0.289, -0.150], [0.023, 0.393, 0.530], [0.117, -0.072, -0.161], [-0.416, -0.407, -0.396], [-0.138, -0.239, -0.043], [0.407, -0.315, 0.268], [-0.135, -0.136, 0.098], [0.305, 0.087, 0.131], [-0.305, 0.544, 0.245], [-0.211, 0.296, -0.398], [-0.098, 0.115, 0.060], [0.196, -0.005, 0.086], [0.132, -0.771, 0.417], [-0.477, -0.732, -0.572]], "homo_energy_ev": -7.126, "orbital_gap_ev": 7.6, "relative_energy_kcal_mol": 0.0, "lumo_energy_ev": 0.4701, "molar_mass_g_mol": 368.840}

Entry 2:
{"formula": "C4H10OS", "method": "wB97M-V/def2-TZVPD", "species": ["C", "C", "O", "H", "H", "H", "H", "C", "C", "S", "H", "H", "H", "H", "H", "H"], "xyz": [[-2.4567, -0.9458, -0.4418], [-2.1158, 0.2025, 0.1796], [-2.1074, 1.2819, -0.6864], [-2.7144, -1.8388, 0.1000], [-2.4438, -0.8365, -1.5169], [-1.9212, 0.2220, 1.2428], [-1.8019, 2.0520, -0.2076], [1.4302, 1.3393, 0.8130], [1.4397, -0.1621, 1.0370], [1.7558, -1.0281, -0.5255], [2.3556, 1.7167, 0.3794], [0.6739, 1.6600, 0.0873], [1.1730, 1.8729, 1.7350], [0.4922, -0.5217, 1.4322], [2.2579, -0.4429, 1.6982], [0.8763, -0.2966, -1.2769]], "forces_ev_per_angstrom": [[0.678, 1.442, 0.964], [-1.165, -2.086, -1.996], [0.663, 0.229, 1.263], [0.310, -0.228, -0.150], [-0.532, -0.588, -0.126], [-0.069, 0.870, 0.064], [0.126, 0.390, -0.006], [-0.519, 0.548, 0.031], [-0.001, 0.272, -0.612], [-0.270, 0.157, -0.494], [0.220, -0.141, 0.349], [-0.128, -0.392, 0.023], [0.339, -0.011, 0.000], [0.060, 0.052, 0.194], [-0.096, -0.086, 0.082], [0.385, -0.428, 0.411]], "homo_energy_ev": -8.862, "smiles": "C=CO.CCS", "orbital_gap_ev": 9.6, "relative_energy_kcal_mol": 30.1, "lumo_energy_ev": 0.7214, "molar_mass_g_mol": 106.190}

Entry 3:
{"formula": "C30H27N8O3Ru", "method": "wB97M-V/def2-TZVPD", "species": ["Ru", "O", "C", "N", "C", "C", "C", "C", "C", "C", "N", "C", "C", "C", "C", "C", "N", "H", "H", "H", "H", "H", "H", "H", "H", "H", "H", "C", "C", "C", "C", "N", "C", "C", "C", "C", "C", "C", "C", "H", "H", "H", "H", "H", "H", "H", "H", "O", "C", "O", "C", "N", "C", "C", "C", "H", "H", "H", "H", "H", "H", "H", "H", "H", "N", "C", "N", "C", "N"], "xyz": [[0.3132, -0.3773, -0.1904], [-1.8811, 3.0480, 0.6904], [-1.2482, 2.1393, 0.1366], [-0.7221, 1.0850, 0.8166], [-1.1167, 0.9544, 2.1942], [-0.6948, -0.3874, 2.7280], [-0.3289, -0.5693, 4.0552], [0.0663, -1.8299, 4.4793], [0.0511, -2.8744, 3.5653], [-0.3301, -2.6104, 2.2624], [-0.6785, -1.3942, 1.8479], [-0.9581, 2.1479, -1.3062], [-1.2318, 3.2788, -2.0816], [-0.8837, 3.2950, -3.4109], [-0.2677, 2.1495, -3.9562], [-0.0457, 1.0619, -3.1417], [-0.3778, 1.0425, -1.8552], [-2.2109, 1.0645, 2.2917], [-0.6640, 1.7536, 2.8037], [-0.3260, 0.2709, 4.7344], [0.3919, -1.9861, 5.4958], [0.3380, -3.8727, 3.8567], [-0.3617, -3.3931, 1.5159], [-1.6954, 4.1201, -1.5889], [-1.0709, 4.1644, -4.0249], [0.0241, 2.1220, -4.9935], [0.4093, 0.1576, -3.5264], [-3.9556, -1.3484, -1.2186], [-3.8439, -2.6086, -1.8275], [-2.6008, -3.1842, -1.9227], [-1.4724, -2.5217, -1.4196], [-1.6025, -1.2713, -0.8801], [-2.8101, -0.7271, -0.7791], [-0.1261, -3.0380, -1.4352], [0.2163, -4.3141, -1.9065], [1.5351, -4.7181, -1.9315], [2.5408, -3.8629, -1.5039], [2.2117, -2.6142, -0.9836], [0.8969, -2.1788, -0.9494], [-4.9138, -0.8737, -1.1004], [-4.7180, -3.1075, -2.2139], [-2.4834, -4.1477, -2.3900], [-2.8635, 0.2575, -0.3311], [-0.5543, -4.9929, -2.2418], [1.7853, -5.7105, -2.2783], [3.5728, -4.1759, -1.5447], [3.0042, -1.9759, -0.6089], [3.5592, 2.9118, -1.7815], [2.6221, 2.2902, -1.0790], [2.3498, 1.1274, -1.2539], [1.9456, 3.1874, -0.0548], [2.1444, 4.5908, -0.4173], [2.2850, 5.3805, 0.8155], [2.1208, 4.3850, 1.9691], [2.5765, 3.0741, 1.3396], [0.8926, 2.8932, 0.0195], [1.3988, 4.9388, -1.0111], [3.5496, 3.8571, -1.4937], [1.5550, 6.1900, 0.8748], [3.2890, 5.8219, 0.8312], [1.0686, 4.3109, 2.2511], [2.7035, 4.6621, 2.8437], [2.2257, 2.1931, 1.8719], [3.6651, 3.0367, 1.2610], [3.5277, -1.4963, 5.2149], [3.3614, -1.0440, 4.1671], [3.2401, -0.4699, 3.0251], [2.4630, -0.4950, 2.0621], [1.8546, -0.3503, 1.0630]], "forces_ev_per_angstrom": [[-0.664, -1.394, -0.607], [0.294, -0.352, -0.783], [-0.346, -0.035, 2.219], [-0.464, 0.519, -0.890], [-0.036, 0.228, 0.369], [-0.042, -0.153, 0.136], [-0.032, -0.072, -0.058], [-0.094, 0.100, -0.223], [-0.070, 0.019, 0.096], [-0.053, -0.100, 0.041], [0.238, 0.310, 0.243], [0.488, -0.396, -2.066], [-0.051, -0.295, 0.790], [0.567, -0.956, -0.586], [-0.552, 1.021, 0.232], [-0.015, -0.430, -0.009], [-0.421, 1.620, 0.723], [0.251, 0.017, 0.007], [-0.172, -0.137, -0.100], [-0.009, 0.053, 0.037], [0.054, -0.033, 0.077], [0.037, -0.066, -0.011], [0.109, -0.022, -0.102], [-0.079, 0.051, 0.026], [-0.010, 0.014, -0.030], [0.041, -0.050, -0.077], [0.072, -0.003, 0.035], [0.286, 0.789, 0.377], [0.424, -0.750, -0.294], [-0.496, 0.176, -0.028], [0.956, -1.163, -0.396], [1.118, 0.662, 0.596], [-0.992, 0.275, -0.089], [-1.278, 0.292, 0.028], [0.157, -0.228, -0.046], [-0.341, 0.051, -0.065], [0.383, 0.262, 0.197], [0.490, -0.040, 0.063], [-0.143, 0.410, -0.058], [-0.088, 0.170, 0.065], [-0.068, -0.108, -0.053], [0.014, -0.135, -0.055], [-0.042, -0.029, 0.060], [-0.045, -0.037, -0.002], [0.008, -0.073, -0.069], [0.099, 0.012, 0.017], [-0.048, -0.020, -0.002], [0.302, -0.140, -0.162], [-0.038, 0.424, 0.077], [0.012, -0.123, -0.085], [-0.086, -0.272, -0.014], [-0.287, 0.048, -0.144], [0.297, 0.324, 0.396], [0.056, 0.077, -0.183], [-0.158, -0.015, -0.041], [0.364, 0.141, -0.040], [0.075, -0.100, 0.113], [-0.254, -0.225, 0.011], [0.058, -0.029, -0.105], [-0.179, 0.042, 0.080], [-0.003, -0.008, 0.042], [-0.014, 0.024, 0.068], [0.061, -0.029, -0.047], [0.023, -0.041, 0.021], [0.024, -0.239, 0.441], [-0.145, -0.549, 0.857], [0.441, 0.862, -0.906], [-0.151, 0.079, -0.442], [0.165, -0.222, 0.328]], "homo_energy_ev": [-4.397, -7.975], "multiplicity": 6, "orbital_gap_ev": [3.8, 5.7], "relative_energy_kcal_mol": 15.6, "lumo_energy_ev": [-0.5964, -2.2493], "molar_mass_g_mol": 648.669}

Entry 4:
{"formula": "C5H14", "method": "wB97M-V/def2-TZVPD", "species": ["C", "C", "C", "H", "H", "H", "H", "H", "H", "H", "H", "C", "C", "H", "H", "H", "H", "H", "H"], "xyz": [[0.8068, 1.3429, -2.1334], [0.5129, 1.0948, -0.6513], [1.6125, 1.5809, 0.2977], [-0.0632, 1.7935, -2.6152], [1.0847, 0.4514, -2.6847], [1.6082, 2.0813, -2.2555], [-0.4644, 1.5047, -0.3923], [0.3831, 0.0260, -0.4770], [1.6305, 1.0003, 1.2158], [2.5987, 1.4618, -0.1569], [1.5155, 2.6442, 0.5010], [-1.9366, -1.3785, 0.8633], [-0.9081, -2.3495, 1.4845], [-1.8749, -1.4808, -0.2269], [-2.9409, -1.6446, 1.1698], [-1.6674, -0.3428, 1.0613], [-0.0005, -1.8305, 1.7924], [-1.2744, -2.8089, 2.4016], [-0.6226, -3.1463, 0.8056]], "forces_ev_per_angstrom": [[-0.152, 0.808, 0.002], [0.100, -0.583, 0.134], [0.076, 0.009, -0.431], [0.004, -0.199, -0.154], [0.056, -0.153, 0.010], [-0.014, -0.168, 0.037], [0.123, 0.273, 0.126], [0.047, -0.136, -0.138], [-0.134, 0.197, 0.252], [-0.030, -0.143, -0.084], [-0.068, 0.088, 0.242], [0.897, -0.625, -0.600], [-0.028, 0.349, 0.406], [-0.220, 0.077, 0.131], [-0.190, 0.317, 0.062], [-0.387, 0.009, 0.321], [0.110, 0.049, -0.211], [-0.167, -0.069, -0.021], [-0.023, -0.100, -0.085]], "homo_energy_ev": -11.314, "smiles": "CCC.CC", "orbital_gap_ev": 12.4, "relative_energy_kcal_mol": 7.1, "lumo_energy_ev": 1.1029, "molar_mass_g_mol": 74.167}